w) C11H14NO | ωB97M-V/def2-TZVPD

Geometry as XYZ:
```
27
Properties=species:S:1:pos:R:3
C 4.245 -0.246 -0.573
C 3.991 1.132 -0.547
C 3.303 -1.137 -0.097
C 2.795 1.610 -0.091
C 2.123 -0.684 0.472
C 1.828 0.725 0.469
C -0.254 -1.504 0.193
C -0.889 -0.409 0.028
C 1.080 -1.599 0.982
C -3.096 -0.197 -0.885
C -2.251 1.364 0.809
N -1.896 0.489 -0.340
O 0.724 1.145 0.929
H 5.182 -0.609 -0.965
H 4.744 1.818 -0.903
H 3.504 -2.198 -0.127
H 2.585 2.668 -0.062
H -0.567 -2.479 -0.167
H 1.423 -2.630 0.960
H 0.819 -1.314 2.003
H -2.833 -0.786 -1.762
H -3.507 -0.860 -0.124
H -3.850 0.539 -1.160
H -1.332 1.781 1.220
H -2.909 2.163 0.478
H -2.743 0.774 1.579
H -1.506 1.104 -1.068
```

## Properties
* 2S+1: 1
* total charge: +1
* HOMO-LUMO gap (spin up / spin down): 6.6 / 8.2 eV

x) C11H14NO | ωB97M-V/def2-TZVPD

Geometry as XYZ:
```
27
Properties=species:S:1:pos:R:3
C -1.813 -1.246 1.817
C -3.271 -0.669 1.981
C -3.065 0.789 1.942
C -1.814 1.173 1.601
C -0.938 -0.024 1.288
C 0.493 -0.029 1.736
C 1.180 1.181 1.855
C 2.577 1.182 1.984
C 3.261 -0.036 2.084
C 2.555 -1.244 2.102
C 1.161 -1.234 1.999
H -1.490 -1.662 2.765
H -1.796 -2.046 1.080
H -3.898 -1.052 1.170
H -3.743 -1.020 2.915
H -3.907 1.489 2.068
H -1.378 2.151 1.645
H 0.660 2.128 1.741
H 3.107 2.121 1.997
H 4.367 -0.036 2.181
H 3.081 -2.186 2.195
H 0.612 -2.184 2.025
N -0.825 -0.210 -0.202
O 0.050 0.865 -0.932
H -0.300 -1.100 -0.228
H -1.817 0.023 -0.471
H 0.406 0.569 -1.794
```

## Properties
* 2S+1: 1
* total charge: +1
* structure (SMILES): O[NH2+][C@@]1(c2ccccc2)C=CCC1
* HOMO-LUMO gap: 9.0 eV

If we sort the structures by their calculated energies, the order from most to least stable is x), w).

w) C5H8N3 | ωB97M-V/def2-TZVPD

Geometry as XYZ:
```
16
Properties=species:S:1:pos:R:3
C 0.129 -1.350 0.251
C 1.415 -0.723 -0.021
C -1.824 0.229 0.338
C -3.073 0.451 -0.043
C 2.919 0.989 -0.266
N -4.196 0.615 -0.429
N -1.123 -1.011 0.380
N 1.639 0.534 0.114
H 0.207 -2.451 0.370
H 2.280 -1.220 -0.549
H -1.197 1.255 0.327
H 2.556 1.680 -1.016
H 3.310 1.581 0.529
H 3.629 0.211 -0.613
H -4.928 1.043 0.090
H -1.742 -1.831 0.537
```

## Properties
* 2S+1: 1
* total charge: +1
* structure (SMILES): C/N=C/C=[NH+]\C=C=N
* HOMO-LUMO gap (spin up / spin down): 7.9 / 7.9 eV

x) C5H8N3 | ωB97M-V/def2-TZVPD

Geometry as XYZ:
```
16
Properties=species:S:1:pos:R:3
C 2.072 0.273 0.275
C 1.491 -1.032 0.122
C 1.422 1.376 0.026
C 0.293 -1.372 -0.315
C -2.087 1.148 0.305
N 0.099 1.569 0.056
N -0.778 0.738 -0.149
N -0.469 -2.282 -0.695
H 3.163 0.432 0.507
H 2.064 -1.894 0.588
H 1.922 2.343 -0.036
H -2.051 2.207 0.583
H -2.818 1.105 -0.480
H -2.457 0.468 1.056
H -0.370 -2.933 -1.489
H -1.495 -2.146 -0.355
```

## Properties
* 2S+1: 1
* total charge: +1
* structure (SMILES): C/N=N/C=C\C=C=[NH2+]
* HOMO-LUMO gap: 8.7 eV

y) C5H8N3 | ωB97M-V/def2-TZVPD

Geometry as XYZ:
```
16
Properties=species:S:1:pos:R:3
C 1.202 0.814 -0.153
C -0.994 -0.350 0.055
C -0.535 1.775 0.915
C 0.492 -0.596 -0.084
C 0.973 -1.408 -1.335
N 0.636 1.837 0.343
N -2.026 -0.953 0.000
N -1.202 2.583 1.755
H 2.152 0.898 -0.616
H 0.533 -1.019 0.889
H 0.478 -2.354 -1.232
H 2.094 -1.283 -1.530
H 0.519 -1.013 -2.323
H -3.029 -0.735 0.210
H -2.123 2.184 1.806
H -0.726 3.056 2.566
```

## Properties
* 2S+1: 1
* total charge: +1
* HOMO-LUMO gap (spin up / spin down): 7.5 / 7.5 eV

If we sort the structures by their calculated energies, the order from most to least stable is w), y), x).

w) C4H8N3OS | ωB97M-V/def2-TZVPD

Geometry as XYZ:
```
17
Properties=species:S:1:pos:R:3
C -0.020 0.745 0.610
C -2.029 -1.030 -0.455
C -1.864 0.391 -0.935
C 2.987 0.213 0.465
N -0.922 -1.493 0.184
N 0.120 -0.926 0.700
N -1.118 1.261 0.092
O -3.053 -1.711 -0.667
S 1.404 -0.136 -0.482
H 0.468 1.331 1.386
H -1.144 0.299 -1.757
H -2.812 0.722 -1.308
H 2.722 0.402 1.437
H 3.572 0.989 0.021
H 3.559 -0.673 0.474
H -0.977 -2.572 0.343
H -0.893 2.189 -0.108
```

## Properties
* 2S+1: 1
* total charge: +1
* HOMO-LUMO gap: 9.1 eV

x) C4H8N3OS | ωB97M-V/def2-TZVPD

Geometry as XYZ:
```
17
Properties=species:S:1:pos:R:3
C 3.540 -0.101 0.138
C 0.447 -0.420 -0.430
C -1.421 1.024 -0.603
C -2.473 0.467 0.395
N 4.646 -0.360 0.334
N 0.011 0.731 -0.105
N 0.676 -1.421 -1.044
O 2.418 0.179 0.022
S -2.530 -1.273 0.155
H -1.559 2.107 -0.518
H -1.540 0.833 -1.664
H -2.195 0.722 1.419
H -3.381 1.140 0.176
H 0.403 1.161 0.786
H 0.650 -2.459 -1.122
H 5.474 -0.607 0.763
H -3.165 -1.725 1.298
```

## Properties
* 2S+1: 1
* total charge: +1
* HOMO-LUMO gap: 9.5 eV

If we sort the structures by their calculated energies, the order from most to least stable is x), w).